Computed, not measured: one molecule with the formula C2F4 in a non-equilibrium geometry, with wB97M-V/def2-TZVPD.

Each line ends with the Mulliken charge.
Element x y z (Å)
F  -1.377  1.105  -0.001  -0.20
C  -0.670  0.002  0.005  0.40
F  -1.375  -1.102  -0.002  -0.20
C  0.657  -0.009  0.001  0.41
F  1.380  -1.101  0.000  -0.20
F  1.385  1.105  -0.002  -0.20

Computed properties:
Orbital gap   10.714 eV
Calculated total energy   -12942.3346 eV
E_LUMO   0.81 eV
Energy above the lowest of the compared OMol25 structures with the same formula, charge and spin   0.99 kJ/mol
Net charge   0